# 1
Entry from the Open Molecules 2025 dataset: a cluster of 6 separate species, C36H55Cl2O11P in total (ωB97M-V/def2-TZVPD).

Positions of all 105 atoms, in Å:
C 6.5694 -5.6134 -0.8120
C 6.7456 -4.2156 -0.1305
Cl 7.7845 -3.1794 -1.2455
C 5.3572 -3.4723 0.1865
Cl 5.3307 -2.7572 1.8857
C 4.0871 -4.3312 -0.1326
C 3.4229 -4.0087 -1.4095
C 2.1789 -4.7011 -1.8255
C 1.6228 -5.7333 -0.9482
C 2.2814 -6.0650 0.3078
C 1.6886 -7.1289 1.2756
C 0.2630 -7.6984 0.6606
C -0.9856 -6.7012 0.8634
O -0.7693 -8.0082 1.6499
C 3.5438 -5.4016 0.7531
P 4.3953 -5.8717 2.3366
O 5.8823 -5.7192 2.2657
O 4.1523 -7.4470 2.7948
O 3.7733 -4.8816 3.5189
C 1.4788 -4.2849 -3.1712
O 0.8666 -5.0525 -3.8689
C 1.6486 -2.7695 -3.5186
C 2.7915 -2.1342 -3.1448
C 3.9198 -2.9590 -2.4280
O 5.0641 -2.7573 -2.7551
H 6.0692 -6.3135 -0.0988
H 7.5825 -6.0316 -1.0736
H 5.9676 -5.5941 -1.7542
H 7.2875 -4.2631 0.8449
H 5.4081 -2.5425 -0.4438
H 0.6924 -6.2042 -1.3311
H 1.4320 -6.7477 2.2929
H 2.3050 -8.0623 1.2828
H 0.3069 -8.2987 -0.3197
H -1.8235 -6.8923 0.1603
H -0.8201 -5.7833 1.4640
H 3.5905 -7.3892 3.5987
H 4.5273 -4.4255 3.9379
H 0.8674 -2.1724 -4.0400
H 2.9858 -1.0546 -3.3238
C 2.8174 1.8037 0.0873
C 1.8745 2.6452 -0.7509
C 1.7448 1.8117 -2.0127
O 1.8970 0.4394 -1.6195
C 2.3807 0.3943 -0.2691
H 2.7584 2.0098 1.1562
H 3.8496 1.9687 -0.2361
H 0.9042 2.7219 -0.2527
H 2.2394 3.6541 -0.9431
H 2.5405 2.0468 -2.7282
H 0.7813 1.9464 -2.5078
H 1.5572 0.0600 0.3713
H 3.1953 -0.3299 -0.1948
C -0.6616 3.2246 3.9391
C -1.4922 4.4862 3.8095
C -0.7596 5.2323 2.7107
O -0.1733 4.2409 1.8538
C -0.2601 2.9624 2.4986
H -1.1983 2.3892 4.3898
H 0.2276 3.4263 4.5441
H -2.5031 4.2325 3.4788
H -1.5706 5.0581 4.7323
H 0.0513 5.8457 3.1184
H -1.4220 5.8746 2.1270
H -1.0215 2.3738 1.9746
H 0.6978 2.4439 2.4174
C -3.7970 8.9359 4.0609
C -5.0941 8.2394 3.6981
C -4.6797 6.7795 3.7108
O -3.6290 6.6539 4.6800
C -3.1864 7.9648 5.0558
H -3.9351 9.9360 4.4727
H -3.1584 9.0155 3.1758
H -5.8431 8.4220 4.4744
H -5.5107 8.5556 2.7434
H -4.2784 6.4716 2.7384
H -5.5023 6.1119 3.9748
H -3.5438 8.1613 6.0725
H -2.0947 7.9965 5.0585
C 1.6097 -6.6621 -6.9336
C 0.3185 -7.3734 -7.2888
C 0.7485 -8.8304 -7.2706
O 1.8020 -8.9381 -6.3050
C 2.2323 -7.6204 -5.9373
H 1.4626 -5.6618 -6.5259
H 2.2449 -6.5804 -7.8210
H -0.4296 -7.1945 -6.5109
H -0.1049 -7.0658 -8.2455
H 1.1494 -9.1392 -8.2422
H -0.0662 -9.5053 -7.0005
H 1.8753 -7.4220 -4.9213
H 3.3233 -7.5770 -5.9379
C -8.9588 10.7305 0.3770
C -9.1056 9.2449 0.1093
C -7.7518 8.7125 0.5435
O -7.2855 9.5727 1.5920
C -8.1173 10.7397 1.6405
H -9.9089 11.2520 0.4950
H -8.4088 11.2029 -0.4422
H -9.8924 8.8294 0.7457
H -9.3445 9.0060 -0.9272
H -7.0258 8.7564 -0.2754
H -7.8025 7.6847 0.9084
H -8.7446 10.6682 2.5356
H -7.4934 11.6313 1.7235

Forces on the atoms, in the same order (eV/Å):
0.4 -0.2 0.2
-0.5 -0.4 0.3
-0.5 -0.3 0.7
0.5 0.2 -0.9
0.0 -0.2 -1.0
-0.8 -0.3 -0.4
-1.3 -1.4 0.7
1.3 -0.4 2.0
1.8 1.5 -0.5
1.1 0.8 0.2
-2.5 -1.5 -2.2
-1.4 2.7 1.1
2.1 -3.9 0.2
1.2 1.8 -2.0
-1.9 0.7 -2.6
2.8 0.5 0.9
-1.8 0.0 -0.4
-1.3 2.4 0.2
0.1 -1.7 -1.1
0.6 1.3 0.6
0.1 0.2 0.5
1.0 0.2 0.7
-0.4 -1.4 0.5
-1.1 0.7 -0.5
-0.4 -0.3 0.6
0.5 0.6 -0.5
-1.0 0.5 0.4
0.5 0.3 0.8
-0.3 -0.3 -1.1
-0.5 -1.1 0.6
0.9 0.2 0.7
0.5 -0.3 -0.8
-0.1 1.1 0.4
-0.1 0.7 1.8
0.6 0.8 0.7
-0.4 -0.8 -0.6
0.3 -0.5 -0.5
-0.2 -0.2 -0.3
0.5 -1.0 0.3
-0.1 -1.0 0.1
0.4 0.0 0.0
-0.3 0.1 0.1
0.1 0.0 -0.2
0.1 0.2 0.1
-0.2 -0.2 0.1
0.0 0.0 0.0
0.0 0.0 0.1
0.0 0.1 0.0
0.0 0.0 0.0
0.0 0.1 0.0
0.0 -0.1 0.0
0.1 0.0 0.1
0.0 0.0 -0.1
0.3 -0.1 0.2
-0.3 0.0 0.0
0.2 0.2 -0.1
-0.1 -0.1 0.3
-0.1 0.0 -0.3
0.0 0.0 0.0
0.0 -0.1 0.0
0.0 0.1 0.1
-0.1 0.0 -0.1
-0.1 0.1 0.0
0.1 0.0 -0.1
0.0 -0.1 0.1
0.0 0.1 -0.1
0.2 0.1 -0.2
-0.3 0.0 0.0
0.1 -0.2 -0.1
-0.1 0.3 -0.1
0.0 -0.1 0.3
0.0 0.0 0.0
0.0 0.0 0.0
0.0 0.0 -0.1
0.0 0.0 0.1
-0.1 0.0 -0.1
0.1 0.0 0.0
0.1 0.1 0.0
0.0 -0.1 0.0
0.2 0.2 -0.2
-0.3 0.0 0.1
0.2 -0.2 -0.1
-0.1 0.2 -0.1
0.0 -0.1 0.3
0.0 -0.1 0.0
0.0 0.0 0.0
0.0 0.0 0.0
0.0 0.0 0.0
-0.1 0.0 0.0
0.1 0.0 0.0
0.0 0.1 0.0
0.0 -0.1 0.0
0.1 0.3 -0.2
-0.3 -0.2 0.1
0.3 0.0 -0.1
-0.3 0.1 -0.2
0.0 0.0 0.3
0.0 0.0 0.0
0.0 0.0 0.0
0.0 0.0 -0.1
0.0 0.0 0.0
0.0 -0.1 0.0
0.1 0.1 0.1
0.0 0.1 0.0
0.1 -0.1 0.0

## Properties
HOMO	-0.3403	Eh
SMILES	C[C@@H](Cl)[C@H](Cl)c1c2c(cc(C[C@@H]3CO3)c1P(=O)(O)O)C(=O)C=CC2=O.C1CCOC1.C1CCOC1.C1CCOC1.C1CCOC1.C1CCOC1
E	-3493.98138	Ha
frontier orbital gap	7.99	eV

These are the Mulliken partial charges, in e, on atoms 1 to 99: number 1, C, carries -1.057; number 2, C, carries 0.250; number 3, Cl, carries -0.199; number 4, C, carries -0.539; number 5, Cl, carries -0.170; number 6, C, carries 0.111; number 7, C, carries -0.093; number 8, C, carries 0.029; number 9, C, carries -0.877; number 10, C, carries 1.191; number 11, C, carries -0.581; number 12, C, carries -0.119; number 13, C, carries -0.612; number 14, O, carries -0.451; number 15, C, carries 1.010; number 16, P, carries 0.614; number 17, O, carries -0.652; number 18, O, carries -0.529; number 19, O, carries -0.516; number 20, C, carries 0.169; number 21, O, carries -0.551; number 22, C, carries -0.807; number 23, C, carries -0.191; number 24, C, carries -0.317; number 25, O, carries -0.488; number 26, H, carries 0.161; number 27, H, carries 0.419; number 28, H, carries 0.234; number 29, H, carries 0.469; number 30, H, carries 0.486; number 31, H, carries 0.323; number 32, H, carries 0.352; number 33, H, carries 0.411; number 34, H, carries 0.453; number 35, H, carries 0.331; number 36, H, carries 0.283; number 37, H, carries 0.343; number 38, H, carries 0.350; number 39, H, carries 0.400; number 40, H, carries 0.348; number 41, C, carries -0.707; number 42, C, carries -0.243; number 43, C, carries -0.592; number 44, O, carries -0.321; number 45, C, carries -0.001; number 46, H, carries 0.369; number 47, H, carries 0.326; number 48, H, carries 0.019; number 49, H, carries 0.362; number 50, H, carries 0.299; number 51, H, carries 0.326; number 52, H, carries 0.240; number 53, H, carries -0.042; number 54, C, carries -0.786; number 55, C, carries -0.199; number 56, C, carries -0.456; number 57, O, carries -0.359; number 58, C, carries -0.149; number 59, H, carries 0.387; number 60, H, carries 0.308; number 61, H, carries 0.172; number 62, H, carries 0.258; number 63, H, carries 0.256; number 64, H, carries 0.197; number 65, H, carries 0.254; number 66, H, carries 0.077; number 67, C, carries -0.679; number 68, C, carries -0.124; number 69, C, carries -0.518; number 70, O, carries -0.343; number 71, C, carries -0.413; number 72, H, carries 0.372; number 73, H, carries 0.278; number 74, H, carries 0.240; number 75, H, carries 0.073; number 76, H, carries 0.268; number 77, H, carries 0.326; number 78, H, carries 0.271; number 79, H, carries 0.285; number 80, C, carries -0.397; number 81, C, carries -0.526; number 82, C, carries -0.468; number 83, O, carries -0.445; number 84, C, carries -0.132; number 85, H, carries 0.205; number 86, H, carries 0.303; number 87, H, carries 0.235; number 88, H, carries 0.341; number 89, H, carries 0.266; number 90, H, carries 0.271; number 91, H, carries 0.054; number 92, H, carries 0.298; number 93, C, carries -0.561; number 94, C, carries -0.557; number 95, C, carries -0.432; number 96, O, carries -0.319; number 97, C, carries -0.493; number 98, H, carries 0.331; number 99, H, carries 0.265



# 2
Entry from the Open Molecules 2025 dataset: a cluster of 3 separate species, C36H55F3N5O3PS2 in total (ωB97M-V/def2-TZVPD).

Positions of all 105 atoms, in Å:
C -4.7634 2.4467 2.7787
C -4.3038 0.9121 2.5838
C -3.3645 0.7882 1.2720
C -1.7823 0.9827 1.5938
C -1.0094 2.3257 1.2053
C -1.8217 3.5315 0.5253
O -1.0187 4.4373 -0.2777
C -0.5990 3.8221 -1.5282
C 0.5426 2.4303 1.5462
N 1.3744 3.6497 1.2593
C 1.3151 4.3590 2.3743
O 1.3755 5.3429 3.1578
C 1.3232 1.2203 2.2244
N 2.7810 1.3428 2.4865
C 3.0298 1.4771 3.7641
S 3.4435 2.1444 5.2526
C 0.5068 -0.0631 2.5808
C -1.0531 -0.2467 2.2994
N -1.7263 -1.5007 2.6919
C -1.0690 -2.7122 2.1580
C 0.4915 -2.9503 2.3986
C 1.2861 -4.1875 1.8665
C 0.4726 -5.2550 1.0357
C 1.3583 -6.5009 0.4523
C 1.8027 -6.0674 -1.0355
O 1.1654 -6.8971 -2.0685
C 3.3879 -6.1305 -1.3209
F 3.6981 -4.9725 -2.1504
F 3.7127 -7.2740 -2.1097
F 4.2197 -6.0103 -0.1667
C -1.0718 -5.0798 0.8036
P -1.9325 -6.4745 -0.2018
N -2.7713 -5.8038 -1.4101
C -1.8847 -3.8202 1.3572
C -3.4890 -3.6646 1.1054
C -4.2061 -3.7336 2.5811
N -5.1298 -4.9130 2.6830
S 1.3231 -1.5656 3.3587
H -4.8397 2.7068 3.8923
H -5.7819 2.6668 2.2599
H -3.9966 3.1265 2.2582
H -3.8361 0.4223 3.5080
H -5.2703 0.3096 2.3378
H -3.7341 1.4261 0.3958
H -3.4571 -0.3201 0.9182
H -2.6699 3.1444 -0.1757
H -2.3571 4.1371 1.3481
H 0.5090 4.1142 -1.6915
H -1.1828 4.3501 -2.3871
H -0.7804 2.6886 -1.5506
H -2.7429 -1.4852 2.5261
H 2.4184 -4.2749 2.0755
H 2.2177 -6.6549 1.1936
H 0.6974 -7.4407 0.5009
H 1.4428 -4.9933 -1.2348
H 1.2518 -7.8356 -1.7428
H -2.7357 -7.2410 0.7122
H -0.9860 -7.3692 -0.7979
H -2.5988 -4.7800 -1.2949
H -3.9054 -4.5841 0.5330
H -3.7560 -2.6959 0.5490
H -4.8511 -2.7922 2.7087
H -3.3968 -3.8146 3.3999
H -5.5922 -4.8162 3.6140
H -4.6062 -5.8033 2.7512
C 9.2826 -1.6186 0.1562
C 8.0168 -1.3592 -0.6488
C 6.9264 -2.4066 -0.4149
C 7.2917 -3.8354 -0.8295
C 7.6974 -4.0081 -2.2943
C 6.5857 -3.6564 -3.2725
H 9.7534 -2.5643 -0.1240
H 10.0111 -0.8225 -0.0212
H 9.0656 -1.6438 1.2278
H 8.2642 -1.2931 -1.7117
H 7.6202 -0.3781 -0.3638
H 6.0207 -2.0939 -0.9459
H 6.6625 -2.4128 0.6492
H 6.4334 -4.4847 -0.6205
H 8.1056 -4.2020 -0.1944
H 7.9820 -5.0541 -2.4533
H 8.5874 -3.4114 -2.5186
H 5.7000 -4.2702 -3.0930
H 6.9174 -3.8344 -4.2995
H 6.2981 -2.6047 -3.1965
C -5.4330 9.0006 -4.2652
C -4.8336 9.3177 -2.9022
C -3.4258 8.7490 -2.7138
C -3.3244 7.2214 -2.7695
C -4.1922 6.4711 -1.7578
C -3.8272 6.7718 -0.3113
H -5.5556 7.9245 -4.4127
H -6.4208 9.4605 -4.3581
H -4.8028 9.3908 -5.0693
H -5.5015 8.9588 -2.1144
H -4.7839 10.4068 -2.7907
H -3.0292 9.1054 -1.7569
H -2.7680 9.1667 -3.4848
H -2.2760 6.9399 -2.6149
H -3.5814 6.8760 -3.7767
H -4.0724 5.3954 -1.9299
H -5.2517 6.6912 -1.9235
H -2.7820 6.5191 -0.1121
H -4.4521 6.1808 0.3650
H -3.9819 7.8254 -0.0659

Forces on the atoms, in the same order (eV/Å):
0.1 -0.1 -0.1
-1.1 0.2 -1.2
1.0 -1.4 0.6
2.1 -0.1 0.4
2.0 -3.0 1.7
-0.5 -0.1 -0.2
-0.5 -1.8 0.5
0.2 0.9 -0.9
-1.6 -3.4 0.7
-1.9 0.9 5.8
1.2 4.7 -0.9
-0.5 -6.7 -4.3
-4.5 -0.5 -1.2
-1.3 -0.1 5.6
0.2 2.3 -1.8
-1.1 -2.3 -4.0
-1.8 1.1 -1.2
2.2 4.2 -1.1
2.0 0.2 -1.7
1.4 -3.6 -1.5
-1.9 -1.2 -1.6
-4.3 0.9 -0.8
-0.7 2.4 1.9
-1.1 1.4 0.9
-0.3 -0.8 -0.3
0.7 -0.2 2.1
0.7 1.3 -1.3
-0.5 -3.0 2.0
-0.2 2.8 2.5
-1.9 -0.7 -2.9
2.5 1.4 2.0
-0.9 2.8 -1.5
0.9 0.3 1.5
3.0 0.0 0.0
0.7 -1.0 1.4
0.4 0.1 -0.4
0.3 0.5 1.0
-1.4 0.1 -1.6
0.1 -0.2 -1.7
1.8 -0.6 1.0
-1.1 -0.9 1.1
-0.5 1.0 -1.3
1.7 0.9 0.5
0.6 -0.8 1.5
0.2 1.9 0.4
1.4 0.2 1.4
1.1 -0.7 -1.3
-1.7 -0.9 0.4
0.8 -1.1 1.4
0.4 1.7 0.1
0.9 0.0 0.0
-2.2 0.1 -0.5
-1.1 0.3 -1.3
1.3 1.3 -0.5
0.8 -1.7 0.3
0.0 1.3 -0.7
0.7 0.1 -0.2
-0.2 0.1 1.0
-0.4 -1.0 -0.4
0.9 1.7 0.7
0.6 -1.5 0.8
1.0 -1.3 0.1
-1.1 0.6 -1.2
0.3 -0.2 -1.1
-0.2 0.8 -0.2
0.1 0.1 -0.1
-0.1 0.0 0.2
-0.1 0.0 -0.1
0.1 0.0 0.1
-0.1 -0.1 0.1
0.1 0.0 -0.2
0.0 0.0 0.1
0.0 -0.1 0.1
0.0 0.0 -0.1
0.0 0.0 0.0
0.0 -0.1 -0.1
0.0 0.0 0.0
0.0 0.0 0.0
0.1 0.0 0.0
0.0 0.0 0.0
0.0 0.1 0.0
0.0 0.0 0.1
0.1 0.1 0.0
-0.1 0.0 0.0
0.0 -0.1 0.0
-0.2 0.0 0.0
0.2 0.1 -0.1
0.0 0.0 0.2
0.0 0.0 -0.1
0.1 0.0 0.0
-0.1 0.0 0.1
0.0 0.1 0.0
0.1 -0.1 -0.1
0.0 -0.1 0.0
0.0 0.0 0.0
0.0 -0.1 0.1
0.0 0.0 -0.1
-0.1 0.0 0.0
-0.1 0.0 0.0
0.0 0.0 0.0
0.0 0.1 0.0
0.0 0.0 0.0
0.0 0.0 0.0
0.1 0.1 0.0
0.0 -0.1 0.0

## Properties
HOMO	-0.3040	Eh
E	-3341.00313	Ha
frontier orbital gap	7.70	eV

These are the Mulliken partial charges, in e, on atoms 1 to 99: number 1, C, carries -0.616; number 2, C, carries -0.211; number 3, C, carries -0.766; number 4, C, carries 0.591; number 5, C, carries 0.966; number 6, C, carries -0.427; number 7, O, carries -0.371; number 8, C, carries -0.683; number 9, C, carries -0.157; number 10, N, carries -0.510; number 11, C, carries 0.644; number 12, O, carries -0.463; number 13, C, carries 0.304; number 14, N, carries -0.476; number 15, C, carries 0.337; number 16, S, carries -0.172; number 17, C, carries 0.358; number 18, C, carries -0.471; number 19, N, carries -0.121; number 20, C, carries -0.238; number 21, C, carries 0.240; number 22, C, carries -0.797; number 23, C, carries 0.283; number 24, C, carries -1.245; number 25, C, carries -0.187; number 26, O, carries -0.554; number 27, C, carries 0.856; number 28, F, carries -0.282; number 29, F, carries -0.281; number 30, F, carries -0.252; number 31, C, carries 0.027; number 32, P, carries 0.649; number 33, N, carries -0.798; number 34, C, carries 0.453; number 35, C, carries -0.999; number 36, C, carries -0.198; number 37, N, carries -0.736; number 38, S, carries -0.306; number 39, H, carries 0.305; number 40, H, carries 0.277; number 41, H, carries -0.098; number 42, H, carries 0.357; number 43, H, carries 0.254; number 44, H, carries 0.359; number 45, H, carries -0.278; number 46, H, carries 0.138; number 47, H, carries 0.142; number 48, H, carries 0.261; number 49, H, carries 0.163; number 50, H, carries 0.352; number 51, H, carries 0.186; number 52, H, carries 0.289; number 53, H, carries 0.452; number 54, H, carries 0.520; number 55, H, carries 0.374; number 56, H, carries 0.362; number 57, H, carries 0.075; number 58, H, carries -0.019; number 59, H, carries 0.307; number 60, H, carries 0.588; number 61, H, carries 0.177; number 62, H, carries 0.203; number 63, H, carries 0.322; number 64, H, carries 0.264; number 65, H, carries 0.229; number 66, C, carries -1.187; number 67, C, carries -0.445; number 68, C, carries -0.610; number 69, C, carries -0.276; number 70, C, carries -0.458; number 71, C, carries -0.878; number 72, H, carries 0.285; number 73, H, carries 0.375; number 74, H, carries 0.290; number 75, H, carries 0.246; number 76, H, carries 0.359; number 77, H, carries 0.301; number 78, H, carries 0.378; number 79, H, carries -0.025; number 80, H, carries 0.336; number 81, H, carries 0.354; number 82, H, carries 0.282; number 83, H, carries 0.027; number 84, H, carries 0.375; number 85, H, carries 0.285; number 86, C, carries -1.190; number 87, C, carries -0.397; number 88, C, carries -0.857; number 89, C, carries -0.472; number 90, C, carries -0.355; number 91, C, carries -1.009; number 92, H, carries 0.285; number 93, H, carries 0.378; number 94, H, carries 0.291; number 95, H, carries 0.242; number 96, H, carries 0.377; number 97, H, carries 0.321; number 98, H, carries 0.412; number 99, H, carries 0.205



- Which value of E does entry 2 give?
  -3341.00313 Ha



- What is the formula in the second record?
  C36H55F3N5O3PS2